(1)
A molecular structure, C16H27IInO in a non-equilibrium geometry, computed with ωB97M-V/def2-TZVPD.

Last column: Mulliken charge in e.
Element x y z (Å)
C  4.701  0.759  1.136  -1.089
C  3.429  0.107  0.519  -0.612
In  1.739  1.557  0.163  0.997
C  0.065  1.103  1.594  -0.415
O  -0.021  -0.293  2.023  -0.596
C  -0.564  -1.120  1.082  -0.216
C  0.295  -2.039  0.524  0.079
C  -0.103  -2.955  -0.416  0.817
C  0.848  -3.976  -0.994  -1.504
C  -1.426  -2.923  -0.791  -1.027
C  -2.288  -2.018  -0.235  -0.627
C  -1.909  -1.090  0.715  0.686
C  -2.897  -0.119  1.346  1.141
C  -4.369  -0.382  0.904  -1.875
C  -2.801  -0.208  2.913  -1.208
C  1.162  1.448  -2.010  -1.195
C  0.255  2.560  -2.566  -0.174
C  1.037  3.627  -3.360  -1.279
I  -0.968  3.611  -1.103  -0.075
H  5.581  0.423  0.565  0.270
H  4.869  0.368  2.146  0.280
H  4.700  1.853  1.126  0.229
H  3.686  -0.295  -0.470  0.332
H  3.096  -0.709  1.167  0.167
H  2.387  3.187  0.543  -0.426
H  0.186  1.691  2.513  0.273
H  -0.869  1.447  1.145  -0.340
H  1.333  -2.059  0.844  0.205
H  0.581  -4.990  -0.679  0.310
H  1.870  -3.729  -0.698  0.346
H  0.786  -3.946  -2.088  0.370
H  -1.775  -3.651  -1.522  0.349
H  -3.315  -2.051  -0.583  0.277
H  -2.703  0.913  1.052  0.132
H  -4.526  0.191  -0.018  0.343
H  -4.593  -1.439  0.774  0.378
H  -5.011  0.095  1.649  0.530
H  -3.809  -0.348  3.315  0.497
H  -2.192  -1.064  3.204  0.254
H  -2.360  0.723  3.274  0.210
H  0.664  0.493  -2.218  0.356
H  2.096  1.474  -2.588  0.366
H  -0.437  2.095  -3.274  0.396
H  1.292  3.243  -4.352  0.364
H  0.370  4.486  -3.493  0.423
H  1.905  3.951  -2.780  0.280

## Properties
orbital gap	6.8	eV
total charge	-1
HOMO	-0.154	Ha

(2)
C16H27NO4Si in the gas phase in a non-equilibrium geometry, computed with ωB97M-V/def2-TZVPD.

Last column: natural (NBO) charge in e.
Element x y z (Å)
C  -3.988  1.692  2.156  -1.134
Si  -3.333  2.558  0.669  1.660
C  -4.599  3.204  -0.599  -1.112
C  -2.233  3.903  1.373  -1.116
C  -2.401  1.423  -0.410  -0.473
C  -2.915  0.240  -0.795  -0.207
C  -2.134  -0.732  -1.331  -0.195
C  -0.733  -0.563  -1.346  -0.224
C  -0.199  0.642  -0.916  0.063
C  1.311  0.828  -1.028  -0.242
N  2.090  -0.156  -0.211  -0.486
C  1.597  -0.385  1.276  -0.225
C  1.327  -1.849  1.480  0.065
O  0.713  -2.110  2.773  -0.739
C  2.471  -2.832  1.055  0.070
O  2.077  -4.190  1.128  -0.713
C  2.786  -2.518  -0.459  0.069
O  3.845  -3.390  -0.768  -0.752
C  3.163  -1.074  -0.822  -0.064
C  3.244  -0.998  -2.356  -0.069
O  4.383  -1.607  -2.923  -0.723
C  -1.028  1.614  -0.385  -0.238
H  -4.538  0.783  1.954  0.245
H  -3.056  1.378  2.685  0.240
H  -4.634  2.200  2.875  0.248
H  -5.393  2.477  -0.802  0.236
H  -4.935  4.161  -0.110  0.228
H  -4.104  3.455  -1.605  0.241
H  -2.804  4.516  2.126  0.247
H  -1.503  3.256  1.890  0.231
H  -1.758  4.535  0.615  0.241
H  -3.973  0.200  -1.020  0.207
H  -2.539  -1.698  -1.569  0.210
H  -0.111  -1.356  -1.675  0.204
H  1.726  0.809  -2.058  0.216
H  1.489  1.808  -0.679  0.177
H  0.759  0.237  1.568  0.233
H  2.407  -0.033  1.940  0.190
H  0.403  -2.052  0.877  0.178
H  0.317  -3.013  2.799  0.484
H  3.417  -2.606  1.612  0.155
H  2.799  -4.677  0.715  0.486
H  2.003  -2.759  -1.144  0.188
H  4.697  -3.138  -0.321  0.477
H  4.158  -0.865  -0.356  0.176
H  3.462  0.053  -2.622  0.192
H  2.257  -1.355  -2.756  0.161
H  4.540  -2.512  -2.530  0.486
H  -0.529  2.493  0.028  0.208

## Properties
orbital gap	8.8	eV
HOMO	-0.304	Ha
energy relative to the best compared isomer or geometry (same formula, charge and spin)	1.6208	eV

(3)
3 unconnected molecules or ions with the total composition C16H28B4O10 in a non-equilibrium geometry, computed with ωB97M-V/def2-TZVPD.

Last column: natural (NBO) charge in e.
Element x y z (Å)
C  -3.301  7.057  -2.005  -1.018
B  -3.756  5.542  -1.544  0.731
O  -5.126  5.022  -1.731  -0.913
B  -2.622  4.548  -0.868  0.843
O  -1.168  4.817  -1.093  -0.911
B  -0.509  5.032  0.220  0.980
O  -0.960  4.190  1.369  -0.917
B  -1.821  3.100  0.792  1.241
C  -1.301  1.560  1.046  -0.829
C  -2.489  0.442  1.212  -0.386
C  -1.898  -1.022  1.757  -0.455
C  -0.450  -1.424  1.076  -0.017
C  1.025  -0.852  1.617  -0.246
C  2.469  -1.208  0.924  -0.233
C  2.422  -2.236  -0.383  -0.243
C  0.974  -2.852  -0.907  -0.229
C  -0.460  -2.456  -0.217  -0.247
O  -3.047  3.404  -0.003  -0.894
H  -4.238  7.680  -2.332  0.241
H  -2.774  7.654  -1.122  0.245
H  -2.483  7.010  -2.870  0.264
H  -5.066  4.264  -2.389  0.501
H  0.319  5.865  0.295  -0.094
H  -0.583  1.565  1.994  0.236
H  -0.632  1.198  0.127  0.273
H  -3.294  0.822  1.975  0.217
H  -2.909  0.225  0.134  0.216
H  -1.893  -1.084  2.941  0.228
H  -2.698  -1.826  1.396  0.223
H  0.952  -0.111  2.547  0.225
H  3.455  -0.730  1.357  0.254
H  3.464  -2.490  -0.879  0.235
H  0.944  -3.605  -1.812  0.243
H  -1.476  -2.883  -0.621  0.235
C  -0.295  -4.757  -7.000  -0.257
O  -0.973  -5.917  -6.522  -0.496
C  -1.048  -6.002  -5.170  0.982
O  -0.596  -5.194  -4.374  -0.642
O  -1.712  -7.143  -4.856  -0.496
C  -1.866  -7.366  -3.456  -0.257
H  -0.295  -4.792  -8.093  0.197
H  -0.817  -3.847  -6.685  0.193
H  0.744  -4.748  -6.656  0.193
H  -2.451  -6.561  -2.999  0.192
H  -0.890  -7.462  -2.970  0.193
H  -2.411  -8.305  -3.321  0.198
C  3.487  3.381  4.476  -0.257
O  3.911  2.463  5.482  -0.496
C  4.463  1.321  5.000  0.982
O  4.613  1.040  3.821  -0.643
O  4.818  0.547  6.056  -0.495
C  5.416  -0.697  5.697  -0.258
H  3.062  4.256  4.974  0.198
H  4.337  3.709  3.869  0.193
H  2.711  2.932  3.847  0.193
H  6.344  -0.532  5.139  0.192
H  4.718  -1.308  5.116  0.194
H  5.660  -1.234  6.618  0.197

## Properties
orbital gap	7.8	eV
HOMO	-0.301	Ha
energy relative to the best compared isomer or geometry (same formula, charge and spin)	11.5562	eV

(4)
A molecular structure, C16H28BF5N10OS2TeW in a non-equilibrium geometry, computed with ωB97M-V/def2-TZVPD.

Last column: natural (NBO) charge in e.
Element x y z (Å)
W  -0.387  -0.013  0.963  2.358
N  2.452  0.588  0.779  -0.758
C  3.352  -0.461  0.233  -0.248
C  2.510  -1.522  -0.482  -0.237
N  1.240  -1.765  0.238  -0.610
C  1.367  -2.697  1.392  -0.268
C  1.756  -1.952  2.667  -0.237
N  0.858  -0.776  2.829  -0.816
H  2.843  0.891  1.669  0.392
H  2.527  1.403  0.172  0.403
H  4.075  -0.042  -0.471  0.229
H  3.918  -0.919  1.044  0.211
H  2.249  -1.186  -1.489  0.208
H  3.093  -2.444  -0.575  0.236
H  0.631  -2.260  -0.430  0.447
H  0.393  -3.183  1.541  0.271
H  2.103  -3.481  1.183  0.235
H  1.668  -2.642  3.514  0.255
H  2.791  -1.609  2.622  0.200
H  0.022  -1.150  3.311  0.468
H  1.280  -0.170  3.534  0.421
C  -4.423  1.004  0.201  -0.292
C  -3.358  0.230  -0.251  -0.050
N  -2.192  0.851  0.008  -0.377
N  -2.510  2.033  0.600  -0.312
C  -3.838  2.138  0.734  0.079
B  -1.421  3.111  0.682  0.520
N  -0.605  2.976  1.969  -0.312
C  -0.560  3.847  2.979  0.045
C  0.428  3.449  3.860  -0.301
C  0.951  2.298  3.292  -0.015
N  0.322  1.992  2.137  -0.385
N  -0.444  2.802  -0.470  -0.293
C  -0.147  3.575  -1.511  0.057
C  0.751  2.901  -2.322  -0.314
C  0.954  1.689  -1.686  0.001
N  0.225  1.619  -0.549  -0.357
H  -5.468  0.773  0.138  0.275
H  -3.386  -0.663  -0.859  0.285
H  -4.291  2.998  1.186  0.258
H  -1.873  4.193  0.580  0.010
H  -1.219  4.692  3.012  0.248
H  0.712  3.921  4.778  0.264
H  1.781  1.725  3.663  0.203
H  -0.584  4.546  -1.628  0.256
H  1.194  3.247  -3.231  0.262
H  1.563  0.867  -2.011  0.220
S  -0.726  -0.900  -2.078  -0.148
C  0.528  -1.288  -3.288  -0.009
N  0.353  -0.922  -4.596  -0.527
C  0.598  -1.945  -5.595  -0.246
C  0.365  -3.307  -4.934  -0.532
S  0.796  -3.068  -3.194  0.346
H  -0.317  -0.193  -4.795  0.437
H  1.638  -1.868  -5.942  0.231
H  -0.061  -1.807  -6.453  0.253
H  0.996  -4.096  -5.339  0.269
H  -0.679  -3.623  -4.977  0.245
F  -1.400  -2.003  3.004  -0.704
Te  -2.916  -1.907  1.558  2.548
F  -1.520  0.366  2.396  -0.529
F  -3.889  -3.070  2.841  -0.616
F  -2.049  -3.645  1.370  -0.625
F  -3.784  -2.678  -0.050  -0.652
O  -1.232  -1.474  0.526  -0.876

## Properties
orbital gap (alpha / beta)	5.5 / 5.5	eV
total charge	+2
HOMO (alpha / beta)	-0.514 / -0.514	Ha

Calculated energy (a.u.), listed in the same order as above: -1188.86523, -1271.00781, -1478.17246, -2904.46043